(1)
Entry from the Open Molecules 2025 dataset: a gas-phase ion, C6H13O (charge -1) (ωB97M-V/def2-TZVPD).

Element x y z (Å)
C  1.621  -0.959  1.256
C  1.850  0.510  0.797
C  1.161  0.777  -0.559
C  -0.154  -0.052  -0.896
C  -1.442  0.508  -0.189
C  -2.754  -0.427  -0.569
O  -3.191  -0.944  0.612
H  0.567  -1.099  1.298
H  2.097  -1.305  2.148
H  2.022  -1.641  0.514
H  2.973  0.582  0.721
H  1.556  1.175  1.674
H  0.896  1.835  -0.599
H  1.923  0.657  -1.364
H  -0.430  0.228  -1.908
H  0.138  -1.199  -1.001
H  -1.744  1.570  -0.551
H  -1.168  0.545  0.916
H  -2.378  -1.051  -1.325
H  -3.543  0.291  -0.974

Output
Energy relative to the best compared isomer or geometry (same formula, charge and spin) (kcal/mol): 37.3
Structure (SMILES): CCCCCC[O-]
Kohn-Sham gap (eV): 5.672
Net charge: -1

***

(2)
Entry from the Open Molecules 2025 dataset: C3H5NO in the gas phase (ωB97M-V/def2-TZVPD).

Element x y z (Å)
C  -0.899  0.134  0.652
C  0.358  0.469  -0.257
O  0.003  0.410  -1.690
C  1.343  -0.697  0.243
N  2.082  -1.485  0.570
H  -1.795  -0.139  -0.019
H  -0.474  -0.667  1.348
H  -1.077  1.052  1.174
H  0.919  1.322  -0.088
H  -0.461  -0.399  -1.933

Output
Energy relative to the best compared isomer or geometry (same formula, charge and spin) (kcal/mol): 37.9
Structure (SMILES): C[C@H](O)C#N
Kohn-Sham gap (eV): 12.049

***

(3)
Entry from the Open Molecules 2025 dataset: CHCl2FS in the gas phase (ωB97M-V/def2-TZVPD).

Element x y z (Å)
F  -0.678  1.194  -0.644
C  0.279  0.460  -0.061
S  -0.300  -1.474  -0.732
Cl  -0.051  0.682  1.695
Cl  1.805  0.900  -0.728
H  -1.054  -1.762  0.470

Output
Energy relative to the best compared isomer or geometry (same formula, charge and spin) (kcal/mol): 17.0
Structure (SMILES): FC(S)(Cl)Cl
Kohn-Sham gap (eV): 9.563

***

(4)
Entry from the Open Molecules 2025 dataset: 2 unconnected molecules or ions with the total composition HN3O4S (ωB97M-V/def2-TZVPD).

Element x y z (Å)
N  -0.066  -0.019  -0.028
N  0.503  0.985  -0.359
N  1.943  -1.531  -1.947
O  1.228  -1.915  -2.793
O  2.589  -1.972  -1.082
O  2.695  1.883  -1.515
O  0.731  1.688  -2.918
S  1.565  1.067  -1.866
H  -0.797  -0.019  0.591

Output
Energy relative to the best compared isomer or geometry (same formula, charge and spin) (kcal/mol): 100.0
Kohn-Sham gap (spin up / spin down) (eV): 7.480 / 8.108

***

(5)
Entry from the Open Molecules 2025 dataset: a molecular structure, C18H28GdN (ωB97M-V/def2-TZVPD).

Element x y z (Å)
C  1.625  0.579  -1.999
H  2.052  0.410  -2.994
H  0.905  1.414  -2.101
H  0.978  -0.549  -1.864
C  2.765  0.854  -1.006
H  2.411  1.354  -0.069
H  3.228  -0.098  -0.699
C  3.857  1.762  -1.613
H  4.665  1.922  -0.893
H  4.283  1.305  -2.511
H  3.442  2.739  -1.884
C  -1.713  0.288  1.217
C  -0.805  1.319  1.610
C  -0.611  2.189  0.487
C  -1.386  1.675  -0.604
C  -2.066  0.501  -0.149
C  -3.110  -0.235  -0.907
C  -1.615  2.345  -1.913
C  0.173  3.454  0.479
C  -0.195  1.459  2.960
C  -2.251  -0.777  2.103
Gd  0.532  -0.051  -0.143
H  -2.078  1.657  -2.631
H  -2.291  3.209  -1.806
H  -0.683  2.717  -2.359
H  -3.025  -0.045  -1.982
H  -3.035  -1.317  -0.752
H  -4.123  0.071  -0.595
H  -1.560  -0.992  2.929
H  -3.214  -0.480  2.549
H  -2.415  -1.714  1.557
H  0.718  2.066  2.930
H  -0.891  1.942  3.665
H  0.066  0.479  3.385
H  0.747  3.577  -0.452
H  -0.488  4.332  0.569
H  0.880  3.489  1.317
C  0.547  -5.054  0.622
C  1.586  -4.139  0.803
C  1.372  -2.792  0.523
N  0.187  -2.364  -0.021
C  -0.848  -3.245  -0.151
C  -0.692  -4.590  0.162
H  0.694  -6.109  0.839
H  2.565  -4.452  1.165
H  2.146  -2.024  0.709
H  -1.786  -2.828  -0.526
H  -1.546  -5.255  0.041

Output
Kohn-Sham gap (spin up / spin down) (eV): 5.381 / 6.100
Net charge: +2
Multiplicity: 8

***

(6)
Entry from the Open Molecules 2025 dataset: 12 unconnected molecules or ions with the total composition H24O12 (ωB97M-V/def2-TZVPD).

Element x y z (Å)
O  2.079  5.759  4.072
H  2.324  4.867  3.797
H  1.101  5.825  3.948
O  0.603  10.604  3.793
H  -0.071  11.273  3.627
H  1.414  11.109  3.977
O  2.809  8.465  3.545
H  2.503  7.567  3.788
H  3.649  8.318  3.096
O  -1.711  8.992  5.234
H  -1.022  9.622  5.492
H  -2.519  9.334  5.630
O  0.496  8.197  1.971
H  0.944  8.798  2.589
H  0.092  8.774  1.316
O  1.079  5.735  7.135
H  0.370  6.006  6.527
H  1.260  4.818  6.901
O  3.894  6.316  6.245
H  3.436  5.805  5.558
H  3.473  6.052  7.071
O  3.787  10.931  4.530
H  4.634  11.059  4.090
H  3.537  10.001  4.350
O  1.467  8.634  6.204
H  1.719  7.694  6.155
H  1.293  8.895  5.287
O  0.761  11.614  7.623
H  0.430  11.143  8.393
H  1.112  10.918  7.051
O  -0.839  8.711  7.904
H  -0.091  8.560  7.297
H  -0.436  8.797  8.774
O  -0.498  6.494  4.655
H  -1.220  5.857  4.588
H  -0.931  7.354  4.840

Output
Energy relative to the best compared isomer or geometry (same formula, charge and spin) (kcal/mol): 19.6
Structure (SMILES): O.O.O.O.O.O.O.O.O.O.O.O
Kohn-Sham gap (eV): 10.772

***

(7)
Entry from the Open Molecules 2025 dataset: a molecular structure, C43H40N10ORuSe (ωB97M-V/def2-TZVPD).

Element x y z (Å)
Ru  -0.304  -1.294  1.283
C  -0.542  -3.074  3.721
N  -0.278  -1.623  3.621
C  1.026  -1.273  4.248
C  2.154  -0.960  3.314
C  3.319  -0.379  3.801
C  4.345  -0.109  2.918
C  4.183  -0.438  1.575
C  2.995  -1.012  1.186
N  1.990  -1.267  2.041
C  -1.378  -0.850  4.255
C  -1.757  0.378  3.497
C  -2.066  1.584  4.097
C  -2.541  2.617  3.301
C  -2.708  2.397  1.943
C  -2.357  1.162  1.428
N  -1.870  0.173  2.190
C  0.327  -3.850  2.795
C  1.088  -4.936  3.183
C  1.809  -5.626  2.217
C  1.737  -5.209  0.899
C  0.951  -4.112  0.596
N  0.261  -3.444  1.526
H  -1.577  -3.233  3.414
H  -0.425  -3.432  4.748
H  1.347  -2.098  4.891
H  0.886  -0.414  4.904
H  3.416  -0.147  4.854
H  5.261  0.349  3.268
H  4.966  -0.252  0.854
H  2.824  -1.293  0.153
H  -1.138  -0.599  5.290
H  -2.261  -1.489  4.281
H  -1.964  1.708  5.168
H  -2.791  3.574  3.740
H  -3.105  3.165  1.294
H  -2.479  0.935  0.376
H  1.108  -5.244  4.220
H  2.415  -6.480  2.492
H  2.282  -5.719  0.117
H  0.864  -3.753  -0.421
C  2.965  8.685  -7.748
O  2.522  7.323  -7.997
C  2.272  6.506  -7.009
C  2.402  6.842  -5.635
C  2.108  5.901  -4.694
C  1.677  4.596  -5.066
C  1.551  4.278  -6.445
C  1.839  5.202  -7.394
C  1.392  3.658  -4.037
N  1.498  3.907  -2.724
C  1.142  2.766  -2.111
C  0.804  1.782  -3.030
N  0.966  2.361  -4.248
C  0.346  0.473  -2.651
C  -0.047  -0.533  -3.540
C  -0.503  -1.726  -3.041
C  -0.558  -1.902  -1.659
N  -0.170  -0.964  -0.795
C  0.275  0.220  -1.278
C  0.654  1.229  -0.309
N  0.562  0.856  0.968
C  0.874  1.732  1.912
C  1.291  3.033  1.623
C  1.396  3.419  0.306
C  1.075  2.496  -0.692
H  3.086  9.129  -8.727
H  3.914  8.675  -7.219
H  2.208  9.223  -7.183
H  2.733  7.824  -5.338
H  2.197  6.132  -3.642
H  1.221  3.297  -6.764
H  1.753  4.986  -8.450
H  0.820  1.928  -5.144
H  -0.006  -0.372  -4.611
H  -0.824  -2.523  -3.696
H  -0.944  -2.813  -1.227
H  0.796  1.392  2.937
H  1.523  3.715  2.429
H  1.721  4.413  0.027
C  -2.762  -5.590  -0.352
N  -3.744  -5.138  0.630
C  -4.712  -5.939  1.213
C  -5.415  -5.159  2.053
N  -4.869  -3.889  1.976
C  -5.331  -2.737  2.752
C  -3.845  -3.882  1.103
Se  -2.876  -2.392  0.552
H  -3.027  -6.596  -0.663
H  -1.765  -5.595  0.085
H  -2.777  -4.926  -1.212
H  -4.819  -6.982  0.975
H  -6.252  -5.389  2.687
H  -6.400  -2.834  2.919
H  -5.128  -1.830  2.192
H  -4.823  -2.700  3.714

Output
Energy relative to the best compared isomer or geometry (same formula, charge and spin) (kcal/mol): 37.4
Kohn-Sham gap (spin up / spin down) (eV): 3.356 / 4.133
Net charge: +3
Multiplicity: 2

***

(8)
Entry from the Open Molecules 2025 dataset: a gas-phase ion, C22H31N2O4 (charge +1) (ωB97M-V/def2-TZVPD).

Element x y z (Å)
O  -1.770  0.136  0.424
C  -2.342  0.362  -0.851
C  -3.809  0.774  -0.689
O  -4.393  -0.214  0.129
C  -5.731  -0.113  0.444
C  -6.565  0.909  0.017
C  -7.897  0.906  0.402
C  -8.399  -0.100  1.205
C  -7.561  -1.120  1.628
C  -6.233  -1.129  1.253
C  -1.574  1.457  -1.619
N  -0.152  1.291  -1.820
C  0.324  0.036  -2.339
C  0.683  -0.969  -1.233
N  1.697  -0.360  -0.343
C  2.234  -1.300  0.663
C  3.170  -2.369  0.069
O  2.374  -3.331  -0.583
C  4.211  -1.770  -0.927
O  4.325  -0.367  -0.867
C  5.079  0.227  0.137
C  5.141  1.617  0.079
C  5.856  2.314  1.032
C  6.509  1.635  2.049
C  6.441  0.256  2.104
C  5.723  -0.457  1.155
C  1.134  0.865  0.268
C  0.762  1.843  -0.857
H  -2.486  -0.202  0.982
H  -2.321  -0.581  -1.421
H  -4.298  0.823  -1.669
H  -3.870  1.759  -0.204
H  -6.199  1.706  -0.611
H  -8.542  1.704  0.066
H  -9.437  -0.093  1.498
H  -7.943  -1.911  2.254
H  -5.568  -1.916  1.571
H  -2.038  1.533  -2.608
H  -1.719  2.408  -1.106
H  -0.431  -0.396  -2.994
H  1.219  0.235  -2.942
H  1.077  -1.894  -1.652
H  -0.191  -1.195  -0.621
H  2.517  -0.069  -0.913
H  1.400  -1.807  1.152
H  2.789  -0.725  1.408
H  3.686  -2.829  0.923
H  2.865  -4.148  -0.716
H  5.187  -2.248  -0.800
H  3.863  -1.980  -1.944
H  4.641  2.130  -0.728
H  5.907  3.390  0.977
H  7.070  2.179  2.791
H  6.948  -0.282  2.889
H  5.688  -1.533  1.221
H  1.876  1.316  0.929
H  0.239  0.596  0.832
H  0.332  2.743  -0.419
H  1.677  2.131  -1.392

Output
Energy relative to the best compared isomer or geometry (same formula, charge and spin) (kcal/mol): 3.2
Structure (SMILES): O[C@@H](COc1ccccc1)CN1CC[NH+](C[C@@H](O)COc2ccccc2)CC1
Kohn-Sham gap (eV): 8.628
Net charge: +1

***

(9)
Entry from the Open Molecules 2025 dataset: a molecular structure, C2H3N4S (ωB97M-V/def2-TZVPD).

Element x y z (Å)
C  -0.110  0.703  0.029
C  1.171  0.141  -0.388
N  -0.452  1.383  1.037
N  -0.915  2.141  1.729
N  -0.600  -1.755  -0.582
N  -1.251  -0.839  -0.092
S  0.906  -1.654  -0.944
H  1.570  0.646  -1.271
H  1.930  0.093  0.400
H  -2.249  -0.859  0.082

Output
Energy relative to the best compared isomer or geometry (same formula, charge and spin) (kcal/mol): 53.9
Kohn-Sham gap (eV): 8.002
Net charge: +1

***

(10)
Entry from the Open Molecules 2025 dataset: C2H4NP in the gas phase (ωB97M-V/def2-TZVPD).

Element x y z (Å)
P  -1.362  -0.053  0.289
N  0.219  0.090  -0.380
C  1.487  0.598  0.253
C  1.286  -0.654  0.365
H  -1.355  -1.295  -0.587
H  -2.049  0.603  -0.734
H  2.015  1.527  0.385
H  1.326  -1.631  0.654

Output
Energy relative to the best compared isomer or geometry (same formula, charge and spin) (kcal/mol): 88.1
Structure (SMILES): PN1C=C1
Kohn-Sham gap (eV): 8.598

***

(11)
Entry from the Open Molecules 2025 dataset: a molecular structure, C32H35BGe2NO2RhS2 (ωB97M-V/def2-TZVPD).

Element x y z (Å)
Rh  1.772  -1.800  -0.271
S  4.128  -2.487  -0.139
C  3.644  -2.309  1.480
N  2.362  -2.108  1.740
C  2.096  -1.979  3.064
C  0.834  -1.809  3.636
C  0.750  -1.672  5.003
C  1.897  -1.702  5.800
C  3.149  -1.910  5.251
C  3.247  -2.052  3.878
S  4.665  -2.329  2.898
H  -0.035  -1.814  2.998
H  -0.214  -1.555  5.476
H  1.804  -1.574  6.865
H  4.024  -1.980  5.875
C  -0.980  1.357  -2.317
Ge  -0.068  1.940  -0.638
C  -0.153  3.930  -0.368
C  -0.935  0.917  0.856
Ge  2.314  0.531  -0.596
C  3.184  1.338  1.033
C  2.509  2.072  1.998
C  3.148  2.475  3.157
C  4.470  2.129  3.379
C  5.152  1.392  2.426
C  4.515  0.997  1.263
C  3.230  1.314  -2.216
C  2.644  2.232  -3.074
C  3.323  2.672  -4.197
C  4.594  2.196  -4.469
C  5.186  1.283  -3.613
C  4.501  0.829  -2.500
H  -2.051  1.390  -2.125
H  -0.699  0.335  -2.554
H  -0.764  1.991  -3.172
H  -1.204  4.209  -0.332
H  0.322  4.458  -1.189
H  0.322  4.233  0.560
H  -2.012  1.020  0.761
H  -0.639  1.260  1.843
H  -0.672  -0.137  0.762
H  1.475  2.353  1.838
H  2.616  3.064  3.888
H  4.963  2.427  4.292
H  6.184  1.124  2.592
H  5.065  0.430  0.522
H  1.651  2.619  -2.865
H  2.857  3.381  -4.863
H  5.114  2.522  -5.356
H  6.178  0.912  -3.821
H  4.962  0.091  -1.853
C  -5.880  -1.664  -3.189
C  -5.749  -1.092  -1.768
C  -7.015  -1.472  -0.993
C  -5.653  0.442  -1.822
C  -4.474  -1.624  -1.138
C  -4.445  -2.212  0.134
C  -3.285  -2.692  0.718
C  -2.123  -2.601  -0.023
O  -0.856  -2.969  0.273
B  -0.065  -2.614  -0.829
O  -0.878  -2.041  -1.808
C  -2.138  -2.026  -1.304
C  -3.285  -1.510  -1.861
H  -6.842  -1.385  -3.611
H  -5.813  -2.749  -3.157
H  -5.103  -1.295  -3.851
H  -7.888  -1.146  -1.558
H  -7.054  -0.989  -0.019
H  -7.085  -2.550  -0.861
H  -6.535  0.855  -2.304
H  -4.777  0.765  -2.380
H  -5.590  0.852  -0.816
H  -5.360  -2.305  0.695
H  -3.288  -3.131  1.704
H  -3.243  -1.055  -2.837

Output
Energy relative to the best compared isomer or geometry (same formula, charge and spin) (kcal/mol): 0.0
Kohn-Sham gap (spin up / spin down) (eV): 5.473 / 5.914
Net charge: +1
Multiplicity: 2

***

(12)
Entry from the Open Molecules 2025 dataset: C17H25NO3 in the gas phase (ωB97M-V/def2-TZVPD).

Element x y z (Å)
C  3.166  -0.401  2.329
O  1.924  -0.888  1.841
C  1.953  -1.501  0.662
O  2.952  -1.688  0.017
C  0.567  -1.992  0.231
C  0.460  -3.488  0.565
C  0.047  -3.463  2.033
C  -0.889  -2.261  2.108
N  -0.508  -1.400  0.988
C  -1.155  -0.212  0.891
O  -2.003  0.051  1.728
C  -0.887  0.754  -0.273
C  -1.403  0.151  -1.588
C  -1.225  1.160  -2.723
C  -2.039  2.417  -2.428
C  -1.545  3.035  -1.122
C  -0.075  3.421  -1.263
C  0.739  2.163  -1.556
C  0.252  1.527  -2.857
C  0.584  1.158  -0.413
C  -1.701  2.028  0.011
H  3.577  0.339  1.641
H  3.881  -1.220  2.431
H  2.957  0.049  3.296
H  0.476  -1.825  -0.844
H  1.396  -4.013  0.384
H  -0.323  -3.938  -0.044
H  -0.444  -4.382  2.343
H  0.920  -3.304  2.667
H  -0.801  -1.706  3.045
H  -1.939  -2.546  1.987
H  -0.868  -0.767  -1.840
H  -2.460  -0.102  -1.476
H  -1.575  0.708  -3.659
H  -3.098  2.163  -2.342
H  -1.930  3.132  -3.247
H  -2.138  3.928  -0.893
H  0.050  4.143  -2.073
H  0.278  3.887  -0.340
H  1.799  2.426  -1.655
H  0.843  0.634  -3.078
H  0.385  2.228  -3.685
H  0.927  1.601  0.525
H  1.216  0.297  -0.630
H  -1.365  2.464  0.954
H  -2.751  1.760  0.137

Output
Energy relative to the best compared isomer or geometry (same formula, charge and spin) (kcal/mol): 0.0
Structure (SMILES): COC(=O)[C@H]1CCCN1C(=O)[C@]12C[C@H]3C[C@H](C[C@H](C3)C1)C2
Kohn-Sham gap (eV): 9.811

***

(13)
Entry from the Open Molecules 2025 dataset: C3H7NO in the gas phase (ωB97M-V/def2-TZVPD).

Element x y z (Å)
C  0.955  -0.177  1.103
C  0.323  0.834  0.120
C  -0.284  0.051  -1.039
N  -1.467  -0.584  -0.824
O  0.237  -0.027  -2.140
H  1.052  0.290  2.082
H  0.404  -1.106  1.218
H  1.962  -0.405  0.756
H  1.077  1.390  -0.424
H  -0.440  1.444  0.580
H  -1.786  -0.742  0.107
H  -2.032  -0.968  -1.540

Output
Energy relative to the best compared isomer or geometry (same formula, charge and spin) (kcal/mol): 6.7
Structure (SMILES): CCC(N)=O
Kohn-Sham gap (eV): 10.555

***

(14)
Entry from the Open Molecules 2025 dataset: C5H8N2 in the gas phase (ωB97M-V/def2-TZVPD).

Element x y z (Å)
C  -0.267  -1.678  1.613
C  -0.862  -0.262  1.065
C  -0.023  0.407  -0.059
C  -0.361  0.210  -1.369
N  0.714  0.847  -2.040
C  1.396  1.653  -1.071
N  0.942  1.475  0.111
H  -0.792  -1.946  2.607
H  -0.408  -2.507  0.873
H  0.826  -1.610  1.722
H  -0.784  0.348  1.966
H  -1.946  -0.274  0.866
H  -1.421  -0.008  -1.813
H  0.710  1.168  -2.984
H  2.274  2.177  -1.488

Output
Energy relative to the best compared isomer or geometry (same formula, charge and spin) (kcal/mol): 32.8
Structure (SMILES): CCc1c[nH]cn1
Kohn-Sham gap (eV): 9.617